Entry 1:
{
  "formula": "C10H39N3O10S3",
  "method": "ωB97M-V/def2-TZVPD",
  "homo_lumo_gap_ha": 0.1091,
  "multiplicity": 1,
  "charge": 2,
  "elements": ["N", "H", "H", "H", "H", "N", "H", "H", "H", "H", "N", "H", "H", "H", "H", "C", "O", "H", "H", "H", "O", "S", "O", "O", "C", "C", "C", "H", "H", "H", "H", "H", "H", "H", "H", "O", "S", "O", "O", "C", "C", "C", "H", "H", "H", "H", "H", "H", "H", "H", "O", "S", "O", "O", "C", "C", "C", "H", "H", "H", "H", "H", "H", "H", "H"],
  "xyz": [[20.2915, 20.1306, -0.6495], [20.3226, 20.7791, 0.1242], [20.4591, 20.7624, -1.4195], [19.3974, 19.6635, -0.5998], [21.0361, 19.4686, -0.4839], [24.2121, 18.7080, 4.3596], [23.6725, 19.5387, 4.1624], [23.8568, 18.2243, 5.1719], [25.2007, 18.9116, 4.3218], [24.0665, 18.1728, 3.5155], [26.3363, 19.9934, -1.7584], [25.8154, 20.7140, -2.2375], [27.0756, 19.6172, -2.3346], [25.6979, 19.3282, -1.3459], [26.7342, 20.4876, -0.9726], [23.1467, 14.3305, 0.1114], [23.3904, 15.7293, 0.1002], [22.7681, 13.9229, -0.8259], [24.0803, 13.7829, 0.2400], [22.3898, 14.0999, 0.8612], [13.0789, 15.1179, -3.7802], [14.0005, 14.4902, -2.8641], [14.4985, 15.1781, -1.6523], [13.2928, 13.0603, -2.3079], [12.2747, 12.4430, -3.0407], [11.9876, 11.2729, -2.1941], [15.4673, 13.7729, -3.8120], [12.6570, 12.0958, -4.0006], [11.4264, 13.1265, -3.0771], [11.7422, 11.5585, -1.1712], [12.8740, 10.6616, -2.0248], [11.1883, 10.7096, -2.6757], [15.8839, 13.3318, -2.9065], [16.0339, 14.5970, -4.2455], [15.0651, 12.9791, -4.4414], [20.2911, 13.4456, 5.6369], [19.2414, 12.3958, 5.7620], [18.9193, 11.7126, 7.0100], [17.7536, 13.0024, 5.2322], [17.5743, 13.8694, 4.0950], [18.0044, 15.3053, 4.5427], [19.6335, 11.1227, 4.4956], [16.4940, 13.7871, 3.9755], [18.1321, 13.6061, 3.1963], [17.6149, 15.4936, 5.5431], [17.5870, 16.0679, 3.8852], [19.0930, 15.3603, 4.5348], [18.7345, 11.0623, 3.8823], [19.8078, 10.1539, 4.9636], [20.4714, 11.3791, 3.8472], [28.7695, 9.0316, 5.0111], [29.9024, 9.3473, 4.0750], [30.8383, 10.4258, 4.4215], [30.8323, 7.9708, 3.8137], [30.1834, 6.7466, 3.4630], [30.0229, 5.7790, 4.7633], [29.2320, 9.6493, 2.3941], [30.8130, 6.3706, 2.6566], [29.1502, 6.8593, 3.1346], [30.9450, 5.5425, 5.2943], [29.3933, 4.9753, 4.3816], [29.3114, 6.2454, 5.4447], [28.3344, 9.0377, 2.3019], [29.9707, 9.1304, 1.7833], [29.1131, 10.7227, 2.2465]]
}

Entry 2:
{
  "formula": "C10H3AlCl5N3O8",
  "method": "ωB97M-V/def2-TZVPD",
  "homo_lumo_gap_ha": 0.2397,
  "multiplicity": 1,
  "charge": -2,
  "elements": ["Al", "Cl", "C", "C", "Cl", "C", "Cl", "C", "O", "C", "O", "C", "Cl", "O", "Cl", "O", "O", "O", "O", "N", "C", "C", "N", "C", "N", "C", "O", "H", "H", "H"],
  "xyz": [[0.2366, -0.9903, 0.8821], [-4.0815, 1.6723, -3.4350], [-3.0970, 1.3788, -2.0315], [-2.9532, 2.3575, -1.0658], [-3.7740, 3.8825, -1.2283], [-2.1408, 2.1143, 0.0599], [-1.9418, 3.3197, 1.2984], [-1.4793, 0.9080, 0.2141], [-0.6980, 0.5861, 1.2178], [-1.6450, -0.1165, -0.7755], [-1.0165, -1.2319, -0.5303], [-2.4415, 0.1406, -1.8825], [-2.6168, -1.1145, -3.0700], [0.2310, -4.2138, 2.6064], [-0.3945, -3.5323, 1.5138], [-1.2483, -4.4141, 0.7775], [0.6415, -2.9655, 0.6118], [-1.1309, -2.3545, 1.9789], [1.5313, -0.3262, -0.3143], [1.5892, 0.0230, -1.5386], [2.6647, 0.6963, -1.8665], [3.7299, 1.0243, -0.9520], [4.5887, 1.2724, -0.2274], [2.8228, 1.1023, -3.2378], [3.0106, 1.4370, -4.3236], [1.9373, -0.1080, 3.0796], [1.2575, -0.9893, 2.2739], [1.8627, -0.4112, 4.1350], [1.5482, 0.9201, 3.0058], [3.0071, -0.0673, 2.8242]]
}